Computed, not measured: 13 unconnected molecules or ions with the total composition C57H90NO37, with the ωB97M-V functional and the def2-TZVPD basis.

* LUMO level: 0.049 Eh
* energy above the lowest of the compared OMol25 structures with the same formula, charge and spin: 0.0 kcal/mol
* Kohn-Sham gap: 5.52 eV
* calculated total energy: -5064.8660 Ha
* total charge: -1

Each line ends with the Mulliken charge.
CARTESIAN COORDINATES (ANGSTROEM)
C1 -2.95 1.84 14.52  -0.266
C2 -2.72 3.34 14.78  1.960
C3 -2.86 4.04 13.43  -0.599
C4 -4.31 4.23 13.04  -0.458
C5 -4.94 5.07 14.13  -0.633
C6 -4.86 4.43 15.53  1.898
N1 -3.50 4.01 15.80  0.491
O1 -3.36 3.43 17.08  1.252
C7 -5.92 3.33 15.66  0.196
C8 -5.27 5.52 16.51  1.323
C9 -1.25 3.51 15.16  -0.353
H1 -3.89 1.66 14.00  -0.021
H2 -2.95 1.30 15.47  -0.659
H3 -2.10 1.41 13.99  -0.177
H4 -2.22 3.54 12.69  -0.512
H5 -2.40 5.04 13.48  -0.063
H6 -4.83 3.29 12.86  -0.159
H7 -4.34 4.77 12.08  0.653
H8 -6.01 5.25 13.94  0.358
H9 -4.47 6.06 14.14  -0.566
H10 -5.96 2.98 16.69  -0.817
H11 -5.76 2.48 14.99  -0.805
H12 -6.90 3.76 15.43  0.168
H13 -4.49 6.29 16.57  -0.947
H14 -5.55 5.13 17.48  -1.292
H15 -6.08 6.12 16.08  -0.269
H16 -0.96 4.56 15.16  0.224
H17 -0.59 2.94 14.50  -0.237
H18 -1.12 3.14 16.19  -0.710
C10 2.53 1.02 16.77  -1.779
C11 1.73 2.24 16.34  2.211
C12 2.13 3.58 16.95  0.195
O2 2.72 4.28 15.85  -0.405
C13 2.42 3.66 14.70  0.568
O3 2.56 4.13 13.61  -0.569
O4 1.93 2.44 14.94  -0.263
H19 3.59 1.20 16.53  0.499
H20 2.22 0.13 16.23  0.364
H21 2.53 0.88 17.85  0.366
H22 0.67 2.06 16.51  -1.319
H23 2.80 3.54 17.81  0.424
H24 1.25 4.12 17.31  -0.222
C14 -4.89 -1.07 13.96  -1.023
C15 -6.17 -0.79 13.24  0.595
C16 -6.32 0.61 12.65  0.906
O5 -7.02 0.37 11.42  -0.493
C17 -6.87 -0.93 11.07  0.476
O6 -7.24 -1.39 10.04  -0.566
O7 -6.22 -1.61 12.04  -0.454
H25 -4.02 -0.79 13.38  0.297
H26 -4.86 -2.11 14.30  0.507
H27 -4.85 -0.50 14.89  -0.086
H28 -7.05 -1.09 13.81  0.305
H29 -5.34 1.00 12.38  -0.399
H30 -6.89 1.27 13.29  0.077
C18 -8.40 7.99 16.66  -0.809
C19 -9.55 8.06 15.70  0.354
C20 -9.32 7.47 14.33  0.261
O8 -10.21 6.37 14.22  -0.378
C21 -10.94 6.28 15.37  0.476
O9 -11.70 5.39 15.59  -0.547
O10 -10.61 7.24 16.26  -0.397
H31 -7.53 8.53 16.28  0.184
H32 -8.13 6.95 16.87  -0.001
H33 -8.68 8.42 17.63  0.462
H34 -9.93 9.08 15.58  0.320
H35 -8.28 7.13 14.22  -0.204
H36 -9.49 8.24 13.59  0.293
C22 -5.02 2.81 6.49  -1.521
C23 -4.74 2.73 7.96  0.520
C24 -4.09 1.44 8.42  -0.670
O11 -3.31 1.84 9.54  -0.159
C25 -3.05 3.17 9.38  0.458
O12 -2.27 3.74 10.09  -0.339
O13 -3.70 3.67 8.33  -0.404
H37 -5.40 3.80 6.24  0.372
H38 -5.79 2.08 6.24  0.385
H39 -4.14 2.55 5.91  0.370
H40 -5.64 2.87 8.56  0.298
H41 -3.44 0.94 7.69  0.265
H42 -4.83 0.66 8.61  0.355
C26 0.04 6.09 12.04  -1.226
C27 -0.56 7.18 11.21  0.549
C28 -2.09 7.30 11.26  0.590
O14 -2.30 8.71 11.46  -0.329
C29 -1.12 9.32 11.73  0.535
O15 -1.03 10.48 11.97  -0.581
O16 -0.11 8.45 11.71  -0.393
H43 -0.18 6.15 13.11  0.287
H44 1.13 6.10 11.99  0.550
H45 -0.16 5.08 11.68  0.084
H46 -0.25 7.05 10.17  0.199
H47 -2.53 6.77 12.10  -0.395
H48 -2.53 7.01 10.31  0.250
C30 -1.17 1.05 18.33  -1.402
C31 -0.95 2.30 19.16  3.124
C32 -2.00 2.52 20.28  1.250
O17 -1.24 2.64 21.47  -0.406
C33 0.07 2.47 21.22  0.480
O18 0.95 2.59 22.01  -0.582
O19 0.26 2.11 19.93  -0.583
H49 -1.36 0.19 18.96  0.578
H50 -0.22 0.94 17.80  0.361
H51 -1.99 1.19 17.63  -0.418
H52 -0.87 3.22 18.60  -1.708
H53 -2.74 1.72 20.31  -0.098
H54 -2.59 3.41 20.06  -0.682
C34 -6.97 0.12 17.20  -0.404
C35 -5.85 -0.69 17.83  0.507
C36 -4.48 0.03 17.75  0.483
O20 -4.14 0.25 19.11  -0.169
C37 -5.10 -0.21 19.94  0.391
O21 -5.04 -0.18 21.13  -0.557
O22 -6.12 -0.75 19.24  -0.431
H55 -7.95 -0.31 17.40  0.615
H56 -6.86 0.09 16.11  -0.049
H57 -6.89 1.13 17.60  -0.315
H58 -5.81 -1.73 17.50  0.284
H59 -4.59 0.99 17.25  -0.706
H60 -3.75 -0.54 17.18  0.452
C38 -3.32 7.56 18.81  -1.495
C39 -2.52 6.28 18.87  1.991
C40 -1.57 6.05 17.69  0.492
O23 -0.33 5.70 18.30  -0.319
C41 -0.41 5.83 19.65  0.430
O24 0.46 5.55 20.39  -0.568
O25 -1.60 6.37 19.99  -0.506
H61 -2.61 8.40 18.83  0.445
H62 -4.00 7.68 19.65  0.278
H63 -3.87 7.60 17.87  0.090
H64 -3.16 5.42 19.05  -0.859
H65 -1.50 6.94 17.06  0.341
H66 -1.97 5.20 17.12  -0.445
C42 -4.07 8.95 14.98  -1.122
C43 -4.66 9.96 14.02  0.402
C44 -5.16 9.31 12.73  0.126
O26 -6.58 9.39 12.82  -0.388
C45 -6.93 10.14 13.89  0.541
O27 -8.05 10.43 14.15  -0.547
O28 -5.85 10.53 14.59  -0.421
H67 -4.72 8.09 15.11  -0.068
H68 -4.08 9.43 15.97  0.373
H69 -3.01 8.78 14.83  0.548
H70 -3.94 10.76 13.82  0.490
H71 -4.81 8.27 12.71  -0.129
H72 -4.78 9.80 11.84  0.264
C46 -6.01 3.43 20.11  -1.362
C47 -6.33 4.82 20.60  0.748
C48 -7.32 5.64 19.78  1.001
O29 -8.11 6.32 20.74  -0.479
C49 -7.82 5.84 21.98  0.435
O30 -8.27 6.28 22.99  -0.577
O31 -6.98 4.79 21.89  -0.444
H73 -6.94 2.86 20.20  0.429
H74 -5.26 2.90 20.69  0.511
H75 -5.74 3.44 19.05  0.058
H76 -5.40 5.38 20.74  0.002
H77 -7.93 5.01 19.12  -0.368
H78 -6.73 6.33 19.18  -0.147
C50 -9.72 2.81 16.12  -1.063
C51 -10.33 3.22 17.43  0.737
C52 -11.57 2.44 17.88  -0.572
O32 -11.22 1.93 19.17  -0.433
C53 -9.94 2.27 19.48  0.379
O33 -9.41 2.01 20.51  -0.513
O34 -9.36 2.94 18.46  0.160
H79 -10.46 2.84 15.31  0.464
H80 -9.27 1.82 16.12  0.512
H81 -8.95 3.52 15.82  -0.275
H82 -10.51 4.29 17.43  0.067
H83 -11.85 1.64 17.19  0.277
H84 -12.39 3.13 18.02  0.364
C54 -0.05 1.11 9.50  -1.144
C55 0.65 0.87 10.81  0.661
C56 -0.19 1.33 12.01  0.511
O35 -0.02 0.31 12.98  -0.329
C57 0.47 -0.80 12.38  0.440
O36 0.63 -1.85 12.92  -0.575
O37 0.72 -0.56 11.07  -0.415
H85 -0.43 2.13 9.55  0.113
H86 -0.86 0.41 9.33  0.298
H87 0.60 1.04 8.63  0.440
H88 1.66 1.27 10.84  0.301
H89 -1.24 1.47 11.74  -0.167
H90 0.18 2.28 12.41  -0.249